[1]
{"formula": "C5H6O", "method": "the ωB97M-V functional and the def2-TZVPD basis", "relative_energy_kj_mol": 106.5, "total_energy_ev": -7328.1805, "homo_lumo_gap_ev": 9.55, "smiles": "Cc1ccco1", "elements": ["C", "C", "C", "C", "C", "O", "H", "H", "H", "H", "H", "H"], "coordinates": [[-1.853, -0.065, 0.198], [-0.377, -0.105, 0.197], [0.502, 0.909, 0.251], [1.760, 0.382, -0.145], [1.590, -0.964, -0.254], [0.282, -1.276, -0.037], [-2.144, 0.990, 0.222], [-2.260, -0.574, 1.070], [-2.270, -0.507, -0.714], [0.331, 1.955, 0.460], [2.201, 1.071, -0.831], [2.240, -1.816, -0.416]]}

---

[2]
{"formula": "C3H2NaO2", "method": "the ωB97M-V functional and the def2-TZVPD basis", "relative_energy_kj_mol": 0.0, "total_energy_ev": -11646.0176, "charge": 1, "homo_lumo_gap_ev": 9.93, "elements": ["H", "C", "C", "Na", "O", "H", "O", "C"], "coordinates": [[-0.553, -0.021, -2.815], [-0.337, 0.113, -1.767], [0.006, 0.202, -0.611], [-0.453, -2.878, 0.353], [0.698, 1.298, 1.322], [0.035, 1.995, 1.454], [0.491, -0.923, 1.177], [0.113, 0.214, 0.887]]}

---

[3]
{"formula": "C45H66Br6N10O15", "method": "the ωB97M-V functional and the def2-TZVPD basis", "total_energy_ev": -513599.0578, "homo_lumo_gap_ev": 6.66, "elements": ["C", "C", "N", "C", "C", "N", "C", "C", "H", "H", "H", "H", "H", "H", "H", "H", "H", "H", "H", "C", "C", "C", "O", "H", "H", "H", "H", "H", "H", "H", "C", "Br", "Br", "Br", "H", "C", "Br", "Br", "Br", "H", "C", "C", "C", "C", "C", "C", "O", "O", "H", "H", "H", "H", "H", "H", "C", "C", "C", "C", "C", "C", "O", "O", "H", "H", "H", "H", "H", "H", "C", "C", "C", "C", "C", "C", "O", "O", "H", "H", "H", "H", "H", "H", "C", "C", "C", "C", "C", "C", "O", "O", "H", "H", "H", "H", "H", "H", "C", "C", "C", "C", "C", "C", "O", "O", "H", "H", "H", "H", "H", "H", "C", "O", "N", "N", "H", "H", "H", "H", "C", "O", "N", "N", "H", "H", "H", "H", "C", "O", "N", "N", "H", "H", "H", "H", "C", "O", "N", "N", "H", "H", "H", "H"], "coordinates": [[-0.639, -3.841, -1.952], [-0.674, -2.331, -2.262], [-0.107, -1.477, -1.189], [1.086, -1.640, -0.569], [1.187, -0.648, 0.388], [0.204, 0.243, 0.175], [-0.679, -0.332, -0.726], [-0.122, 1.482, 0.890], [-1.296, -4.268, -2.710], [-1.006, -3.995, -0.938], [0.300, -4.385, -2.055], [-1.711, -2.009, -2.353], [-0.139, -2.020, -3.159], [1.682, -2.512, -0.795], [1.790, -0.419, 1.254], [-1.643, 0.026, -1.056], [-1.076, 1.383, 1.407], [-0.209, 2.346, 0.231], [0.555, 1.571, 1.739], [-4.080, 2.097, 1.228], [-4.050, 1.483, -0.201], [-5.505, 1.369, -0.727], [-3.056, 2.135, -1.013], [-4.727, 2.958, 1.394], [-3.171, 2.161, 1.826], [-4.644, 1.389, 1.835], [-3.896, 0.407, -0.122], [-6.214, 1.079, 0.049], [-5.642, 0.600, -1.487], [-5.968, 2.334, -0.934], [-2.370, -4.585, -7.144], [-4.331, -4.673, -6.862], [-1.594, -6.368, -7.440], [-1.367, -3.747, -5.638], [-2.366, -3.934, -8.019], [2.420, -1.825, -5.544], [2.104, -3.235, -6.922], [3.458, -0.270, -6.294], [3.393, -2.609, -4.115], [1.459, -1.514, -5.135], [3.658, 2.103, 0.929], [4.261, 0.855, 1.018], [4.654, 0.403, 2.240], [4.477, 1.185, 3.371], [3.820, 2.389, 3.251], [3.372, 2.881, 2.055], [2.644, 3.981, 1.862], [5.328, -0.736, 2.301], [3.274, 2.441, -0.022], [4.579, 0.161, 0.255], [4.787, 0.913, 4.369], [3.471, 3.007, 4.065], [2.844, 4.677, 2.493], [5.764, -0.949, 3.130], [-4.972, -4.488, -0.844], [-4.977, -3.065, -1.330], [-4.597, -2.689, -2.619], [-4.075, -3.700, -3.497], [-4.040, -5.062, -3.035], [-4.522, -5.436, -1.779], [-4.574, -6.812, -1.513], [-4.845, -1.388, -3.058], [-5.228, -4.777, 0.165], [-5.432, -2.403, -0.609], [-3.894, -3.451, -4.532], [-3.714, -5.705, -3.839], [-3.663, -7.113, -1.472], [-5.333, -0.845, -2.434], [0.279, 2.409, 5.781], [0.981, 3.596, 5.858], [0.811, 4.450, 4.759], [-0.201, 4.227, 3.831], [-1.000, 3.000, 3.889], [-0.672, 2.113, 4.852], [-1.301, 0.872, 4.833], [1.576, 5.543, 4.530], [0.394, 1.763, 6.639], [1.780, 3.675, 6.581], [-0.225, 4.985, 3.063], [-1.633, 2.813, 3.034], [-2.173, 0.961, 4.443], [2.463, 5.560, 4.898], [4.679, -5.016, 0.387], [3.606, -5.854, 0.059], [2.364, -5.468, 0.532], [2.117, -4.327, 1.296], [3.164, -3.453, 1.564], [4.477, -3.843, 1.129], [5.578, -3.346, 1.641], [1.271, -6.291, 0.164], [5.714, -5.273, 0.221], [3.743, -6.704, -0.592], [1.180, -3.925, 1.655], [3.150, -2.530, 2.125], [5.527, -2.390, 1.714], [0.466, -5.967, 0.575], [4.031, 6.163, -2.660], [3.353, 5.260, -1.794], [1.951, 5.341, -1.631], [1.239, 6.092, -2.526], [1.954, 6.876, -3.476], [3.304, 6.965, -3.473], [3.829, 7.702, -4.533], [1.425, 4.572, -0.624], [5.077, 5.912, -2.756], [3.905, 4.431, -1.377], [0.162, 6.094, -2.608], [1.343, 7.278, -4.271], [3.238, 8.367, -4.894], [2.136, 4.508, 0.018], [1.732, -0.796, 4.668], [1.431, -0.478, 3.558], [0.973, -0.649, 5.673], [2.949, -1.197, 4.960], [0.141, -0.127, 5.434], [0.912, -1.073, 6.588], [3.032, -1.139, 5.965], [3.718, -1.192, 4.305], [-2.285, 5.476, 0.498], [-1.933, 6.616, 0.642], [-3.564, 5.293, 0.344], [-1.568, 4.391, 0.254], [-3.732, 4.344, 0.043], [-4.237, 6.046, 0.369], [-2.137, 3.634, -0.097], [-0.601, 4.501, -0.015], [0.116, 1.929, -4.018], [0.482, 1.557, -5.057], [-0.964, 1.620, -3.510], [0.882, 2.477, -3.123], [-1.507, 1.326, -4.308], [-1.287, 1.901, -2.595], [1.784, 2.851, -3.382], [0.361, 2.786, -2.315], [-2.186, -5.697, 1.639], [-1.302, -5.619, 0.819], [-2.468, -4.734, 2.519], [-2.840, -6.774, 1.836], [-2.044, -3.818, 2.537], [-3.245, -4.987, 3.113], [-2.674, -7.522, 1.177], [-3.420, -6.888, 2.654]]}